No. 1
Density functional theory data (ωB97M-V with the def2-TZVPD basis set) for a structure of composition C8H32BN14O10Pd2.

Spin multiplicity: 5
HOMO (alpha / beta) in eV: -11.591 / -11.590
Charge: +1

Last column: Mulliken spin population.
Cartesian coordinates (Å):
Pd 2.359 2.479 0.247  1.5568
Pd -1.422 1.239 -1.739  1.5333
B 2.669 4.548 -0.581  0.0547
H 2.218 3.834 -1.408  0.0467
H 2.809 5.610 -1.020  0.0228
H 1.984 4.615 0.376  0.1158
H 3.707 4.174 -0.138  0.0025
C 0.629 0.501 -0.204  0.0489
O 0.481 1.699 -0.634  0.1782
O 1.660 0.344 0.483  0.0311
O -0.203 -0.346 -0.674  0.1827
C -2.931 0.839 1.155  0.0097
O -2.773 1.225 -0.012  0.0525
N -2.226 -0.175 1.681  -0.0043
N -3.829 1.429 2.000  0.0019
H -1.439 -0.586 1.203  -0.0020
H -2.418 -0.450 2.628  -0.0001
H -3.927 1.027 2.913  0.0015
H -4.265 2.285 1.712  -0.0006
C 2.320 -1.437 3.740  0.0006
O 2.865 -1.564 4.819  0.0000
N 0.957 -1.452 3.595  0.0001
N 3.006 -1.273 2.557  0.0008
H 0.503 -1.606 4.479  0.0000
H 0.542 -1.522 2.687  0.0000
H 3.985 -1.085 2.694  0.0000
H 2.529 -0.841 1.779  -0.0008
C 0.389 3.294 2.842  0.0037
O 1.291 3.077 2.039  0.0403
N -0.785 2.617 2.841  -0.0003
N 0.490 4.201 3.852  0.0009
H -1.425 2.633 3.611  0.0000
H -0.923 1.922 2.132  -0.0074
H -0.283 4.291 4.480  0.0012
H 1.378 4.649 3.991  -0.0004
C 3.527 -2.682 -1.647  0.0004
O 3.548 -3.631 -2.416  0.0001
N 4.645 -2.338 -0.918  0.0000
N 2.408 -1.986 -1.318  0.0000
H 4.690 -1.489 -0.390  -0.0002
H 5.452 -2.869 -1.194  0.0000
H 1.668 -2.096 -1.988  -0.0001
H 2.485 -1.257 -0.628  -0.0019
C -1.491 -3.384 1.100  0.0004
O -1.656 -4.115 2.071  0.0007
N -0.292 -2.902 0.691  0.0019
N -2.540 -3.020 0.308  -0.0001
H -0.265 -2.145 0.024  -0.0017
H 0.543 -3.164 1.187  -0.0001
H -3.443 -3.300 0.644  0.0000
H -2.422 -2.402 -0.478  -0.0001
C 0.637 0.251 -4.133  0.0031
O -0.306 0.739 -3.499  0.0634
N 1.885 0.125 -3.625  -0.0014
N 0.526 -0.196 -5.405  0.0011
H 2.072 0.517 -2.720  -0.0025
H 2.645 -0.335 -4.093  0.0001
H 1.272 -0.763 -5.761  0.0012
H -0.385 -0.187 -5.827  -0.0001
C -3.924 -0.851 -2.409  -0.0032
O -2.711 -0.641 -2.162  0.0660
N -4.341 -2.107 -2.650  0.0035
N -4.834 0.130 -2.493  -0.0009
H -3.655 -2.833 -2.740  0.0007
H -5.326 -2.229 -2.803  0.0007
H -4.529 1.083 -2.431  -0.0015
H -5.805 -0.116 -2.421  -0.0001

Cartesian forces, eV/Å:
-1.237 1.412 -0.375
0.625 -2.182 0.817
0.526 -0.147 0.138
-0.228 -0.948 -1.018
-0.039 0.876 -0.288
-1.026 0.123 0.798
1.355 -0.746 0.264
0.347 0.541 -1.430
-0.798 2.021 -0.433
0.863 -1.592 0.988
-0.410 -0.235 0.609
0.068 -0.014 0.167
-0.315 0.951 -0.137
-0.006 0.215 0.481
0.694 -0.561 -0.779
-0.208 -0.112 -0.306
0.232 -0.264 -0.004
-0.402 0.379 0.170
-0.198 -0.054 0.153
0.309 0.089 -0.110
-0.120 0.060 -0.163
0.504 0.383 0.511
0.066 -0.145 0.084
-0.537 -0.244 -0.374
-0.372 -0.236 0.157
-0.006 -0.010 -0.116
0.159 0.080 0.146
-0.331 0.020 1.253
0.307 0.022 0.305
-0.122 -0.203 -0.644
0.278 -0.528 -0.989
0.016 0.098 0.069
0.102 -0.089 0.015
0.205 0.352 0.307
-0.126 0.137 0.195
0.852 -1.047 0.773
-0.233 0.660 -0.266
-0.452 -0.340 -0.629
0.203 -0.111 -0.358
0.332 -0.012 0.030
0.256 0.303 0.325
-0.347 0.330 0.424
-0.598 0.121 -0.220
-0.349 -1.110 0.792
0.247 0.534 -0.375
0.320 0.522 0.059
-0.156 0.168 -0.212
0.349 -0.189 -0.106
-0.054 -0.161 -0.062
-0.066 0.080 -0.187
-0.198 0.022 0.012
1.104 -0.400 -0.163
-0.451 0.458 -0.551
-0.338 0.378 0.599
-0.493 0.269 0.491
-0.054 -0.071 0.017
-0.036 0.011 -0.140
-0.161 -0.047 -0.409
0.097 -0.194 -0.116
1.515 -0.117 -0.076
-0.425 0.387 -0.443
-0.405 0.670 0.330
-0.288 -0.164 0.074
-0.185 -0.189 0.076
0.122 -0.669 -0.245
-0.175 0.034 0.274
-0.110 0.428 -0.180

No. 2
Density functional theory data (ωB97M-V with the def2-TZVPD basis set) for a structure of composition C8H32CaN13O11.

HOMO in eV: -10.945
Charge: +1

Last column: natural (NBO) charge in e.
Cartesian coordinates (Å):
Ca 3.853 7.227 -18.703  1.8716
N 4.250 4.050 -17.326  0.7645
O 4.115 5.039 -18.030  -0.5766
O 3.550 3.064 -17.424  -0.4873
O 5.171 4.168 -16.454  -0.5926
C 7.785 2.302 -14.259  -0.2596
O 7.112 3.489 -14.132  -0.7478
H 7.513 1.507 -13.565  0.1871
H 7.651 2.005 -15.299  0.1787
H 8.775 2.700 -14.034  0.1796
H 7.092 4.000 -14.944  0.4658
C 6.422 1.172 -17.744  -0.2474
O 7.169 2.311 -17.811  -0.7247
H 6.433 0.819 -16.713  0.1585
H 5.385 1.220 -18.075  0.1574
H 6.931 0.448 -18.381  0.1863
H 6.632 2.998 -17.410  0.4646
C 3.758 0.784 -14.584  0.7384
O 3.750 -0.091 -13.754  -0.6697
N 4.534 1.808 -14.436  -0.8370
N 2.996 0.810 -15.636  -0.8419
H 4.679 2.528 -15.129  0.3862
H 5.388 1.694 -13.908  0.4024
H 3.133 1.564 -16.294  0.3919
H 2.211 0.184 -15.748  0.4040
C 5.438 7.588 -15.707  0.7792
O 5.134 7.559 -16.841  -0.7865
N 5.521 6.519 -14.964  -0.8509
N 5.608 8.661 -15.075  -0.7975
H 5.439 5.620 -15.417  0.4353
H 5.701 6.591 -13.973  0.4063
H 5.690 9.472 -15.672  0.4162
H 5.262 8.601 -14.128  0.4066
C 7.030 6.612 -19.678  0.7894
O 5.859 6.726 -19.593  -0.8007
N 7.742 6.599 -20.753  -0.7903
N 7.756 6.285 -18.643  -0.7974
H 8.749 6.584 -20.677  0.3938
H 7.424 6.824 -21.685  0.4184
H 7.367 6.322 -17.712  0.4230
H 8.698 6.045 -18.919  0.3942
C 1.758 1.843 -20.776  0.7499
O 1.384 1.669 -21.951  -0.6664
N 1.180 1.198 -19.756  -0.8458
N 2.718 2.532 -20.274  -0.8304
H 1.556 1.347 -18.830  0.3668
H 0.481 0.485 -19.911  0.4117
H 2.870 2.621 -19.279  0.3997
H 3.364 3.036 -20.865  0.4018
C 1.784 6.632 -15.959  0.7836
O 2.399 7.355 -16.747  -0.8110
N 0.488 6.561 -16.047  -0.7955
N 2.354 5.823 -15.113  -0.8164
H -0.007 7.270 -16.570  0.4234
H 0.031 5.892 -15.443  0.3920
H 1.769 5.176 -14.603  0.4072
H 3.343 5.962 -14.962  0.4251
C 0.827 5.434 -19.435  0.8031
O 1.807 6.095 -19.391  -0.7777
N -0.200 5.468 -20.296  -0.8072
N 0.649 4.534 -18.483  -0.8282
H -1.045 5.008 -19.988  0.4048
H -0.160 6.244 -20.941  0.4123
H -0.218 4.018 -18.430  0.3927
H 1.482 4.249 -17.988  0.4130

Cartesian forces, eV/Å:
-0.628 -1.022 1.039
1.955 1.796 1.538
-1.119 0.302 -1.591
-0.467 -0.610 -0.120
-0.464 -1.597 -0.030
1.894 0.143 -1.101
-3.103 2.419 1.227
-0.359 0.335 0.101
0.612 -0.787 0.110
0.948 -1.635 -0.270
0.188 -0.477 -0.072
-0.167 -2.308 0.230
0.513 2.292 -0.415
-0.275 -0.523 0.090
-0.106 0.401 -0.140
-0.159 -0.267 0.143
0.160 0.410 0.126
-0.253 -2.309 1.977
-0.304 -1.778 1.090
3.711 4.285 0.279
-2.604 0.322 -3.551
-0.314 -0.162 -0.198
-0.536 -0.216 0.334
-0.272 -0.359 0.063
0.439 0.031 0.225
-0.333 -2.611 1.559
-0.455 -0.237 -6.793
-0.038 -2.948 1.773
0.930 5.249 2.782
-0.127 -0.295 0.033
0.328 -0.325 -0.293
-0.481 0.411 0.894
0.540 1.287 0.015
2.158 -1.394 1.120
-5.978 1.630 -0.571
2.238 0.703 -4.547
1.742 -0.253 2.120
-0.272 0.014 -0.162
-0.429 -0.075 0.392
0.380 -0.239 -0.199
-0.021 -0.170 1.525
-3.049 -2.854 -2.829
1.012 0.898 1.379
-2.047 -1.438 1.811
4.474 3.867 0.120
-0.394 -0.556 -0.191
0.229 0.274 -0.012
0.090 -0.038 -0.367
-0.275 -0.099 0.011
0.417 0.889 -2.194
1.177 1.164 -0.537
-2.815 -0.268 0.490
1.156 -1.294 1.482
-0.021 -0.435 0.126
-0.595 0.561 -0.281
0.727 0.066 0.331
-0.070 -0.525 0.237
-3.035 -2.381 0.797
4.190 3.688 -1.426
0.290 1.081 -0.774
-0.437 -1.649 1.642
-0.015 0.373 -0.766
-0.736 -0.280 -0.073
0.599 -0.339 0.126
-0.344 -0.137 0.167

Number 1: total energy -2123.56672 Ha. Number 2: total energy -2541.06375 Ha.